Computed, not measured: a 8-piece molecular cluster, C32H50O19S overall at a distorted geometry, with ωB97M-V/def2-TZVPD.

```
102
Properties=species:S:1:pos:R:3:forces:R:3:lowdin_charge:R:1
C -1.0623 -0.7146 -5.1636 1.11 -0.06 1.45 0.03
C -0.1395 0.5299 -4.7475 -1.51 0.28 -1.77 -0.42
O -0.3914 1.6464 -5.2214 1.36 -2.30 1.68 0.06
O 0.9266 0.2333 -3.8845 -1.25 1.27 -1.50 -0.06
C 1.8466 1.3339 -3.7538 1.40 0.80 0.69 -0.15
C 2.6839 1.6625 -5.0755 -1.27 0.74 0.88 -0.21
O 4.0355 1.1812 -4.8923 0.49 -0.80 -0.30 -0.37
S 4.2132 -0.4082 -5.4119 0.64 -0.42 -2.29 0.95
O 5.0469 -0.3689 -6.6498 -1.28 0.01 3.04 -0.41
O 5.1680 -1.1693 -4.2663 -0.35 1.36 -0.33 -0.27
H -1.2091 -0.7883 -6.2816 0.31 0.40 1.36 0.10
H -0.5653 -1.6646 -4.7657 -0.85 1.26 -0.75 0.07
H -2.0502 -0.5731 -4.6045 1.63 -0.30 -1.23 0.06
H 1.3795 2.2865 -3.3382 0.09 -1.34 -0.76 0.12
H 2.6160 1.0102 -2.9689 -1.18 0.24 -1.09 0.14
H 2.1582 1.2741 -5.9993 0.79 0.26 1.00 0.13
H 2.7462 2.8003 -5.1664 0.15 -1.66 0.01 0.14
H 4.7350 -1.1889 -3.3847 -0.02 0.10 -0.62 0.07
O -3.2104 -0.2143 -3.2970 -1.03 0.54 0.45 0.06
C -3.2589 0.7152 -2.5292 0.40 -0.15 -0.09 -0.43
O -4.1798 1.7110 -2.5960 0.10 -0.57 -0.29 0.04
C -3.8769 2.7023 -1.6015 -0.08 0.36 0.26 -0.15
C -3.0391 1.9822 -0.5706 -0.11 0.22 0.56 -0.16
C -2.2960 0.9644 -1.4028 -0.42 -0.09 0.26 -0.07
H -3.3336 3.5223 -2.0795 -0.02 -0.09 -0.04 0.13
H -4.8035 3.0933 -1.1781 -0.05 -0.09 -0.29 0.12
H -2.3870 2.6457 -0.0092 -0.17 -0.07 -0.11 0.10
H -3.6913 1.4664 0.1425 0.00 0.02 -0.06 0.11
H -1.3693 1.3703 -1.8092 -0.07 -0.16 -0.04 0.12
H -2.1030 0.0507 -0.8404 0.23 -0.03 -0.28 0.13
O -0.3398 2.4228 -0.2623 0.99 -0.06 0.58 0.08
C 0.7699 2.5221 0.2007 -0.41 0.08 0.01 -0.44
O 1.2318 1.7564 1.2176 -0.55 0.15 -0.59 0.05
C 2.5437 2.2037 1.5959 0.45 0.11 0.28 -0.15
C 3.0764 2.9360 0.3861 0.50 0.11 -0.26 -0.15
C 1.8160 3.5215 -0.2190 0.48 -0.18 -0.12 -0.07
H 2.4522 2.8534 2.4681 -0.03 -0.26 -0.40 0.09
H 3.1628 1.3451 1.8590 -0.29 -0.05 0.04 0.13
H 3.8335 3.6813 0.6331 -0.06 -0.09 0.07 0.12
H 3.5221 2.2224 -0.3139 -0.02 0.06 0.07 0.12
H 1.5708 4.4955 0.2111 -0.10 -0.01 -0.12 0.13
H 1.8829 3.5865 -1.3044 -0.31 0.20 0.09 0.11
O 2.8991 -1.8457 -0.1271 -0.07 0.09 -0.66 0.10
C 2.0859 -2.3806 -0.8356 0.18 0.32 0.70 -0.48
O 1.8044 -1.9754 -2.1012 0.45 -0.01 0.41 0.01
C 0.7174 -2.7550 -2.6203 -0.42 -0.08 -0.43 -0.17
C 0.7122 -4.0249 -1.8006 -0.21 -0.52 -0.01 -0.15
C 1.2102 -3.5435 -0.4525 -0.06 -0.40 -0.27 -0.07
H -0.2077 -2.1828 -2.5060 0.07 0.00 0.02 0.13
H 0.8815 -2.9531 -3.6801 0.12 0.22 0.10 0.12
H -0.2650 -4.5076 -1.7614 0.04 0.11 -0.07 0.12
H 1.4250 -4.7409 -2.2211 -0.08 0.06 -0.01 0.12
H 0.3943 -3.1822 0.1782 0.09 0.02 0.06 0.13
H 1.7837 -4.3126 0.0634 -0.03 0.27 0.23 0.13
O 3.0587 3.1597 4.2801 0.03 0.87 0.66 0.07
C 2.2791 3.7253 5.0037 0.36 -0.43 -0.09 -0.46
O 2.5242 4.9243 5.5906 0.12 -0.37 -0.38 0.04
C 1.4403 5.2559 6.4691 -0.21 0.36 0.38 -0.16
C 0.2634 4.4487 5.9697 -0.57 -0.01 0.07 -0.16
C 0.9323 3.2024 5.4254 -0.42 0.29 -0.06 -0.07
H 1.7252 4.9880 7.4904 0.02 0.00 -0.07 0.13
H 1.2487 6.3286 6.4262 0.27 -0.07 -0.05 0.13
H -0.4795 4.2472 6.7424 0.10 0.07 -0.01 0.12
H -0.2344 4.9834 5.1552 0.03 -0.02 0.09 0.12
H 1.0717 2.4429 6.1988 0.05 -0.10 -0.14 0.14
H 0.3879 2.7906 4.5760 0.26 -0.27 0.08 0.13
O 3.7028 -2.2863 7.3425 -0.19 0.62 -0.15 0.12
C 4.1124 -1.3518 6.7085 -0.19 -0.91 0.21 -0.48
O 3.3557 -0.2729 6.3726 0.06 -0.30 0.26 0.03
C 4.1176 0.6003 5.5268 0.04 0.36 -0.20 -0.16
C 5.5644 0.2647 5.8098 0.52 0.18 -0.11 -0.16
C 5.4981 -1.2148 6.1341 0.30 0.47 0.06 -0.08
H 3.8416 0.4066 4.4865 -0.03 0.04 0.07 0.13
H 3.8852 1.6359 5.7653 -0.15 -0.24 0.01 0.10
H 6.2316 0.5035 4.9806 -0.11 0.04 0.03 0.12
H 5.9085 0.8178 6.6890 -0.03 -0.01 -0.09 0.12
H 5.5738 -1.8327 5.2365 0.00 -0.09 0.12 0.14
H 6.2545 -1.5018 6.8633 -0.16 -0.31 -0.12 0.13
O -2.5077 -2.5039 0.6119 -0.05 0.67 0.24 0.11
C -3.2863 -1.9471 1.3395 0.51 -0.60 -0.25 -0.48
O -3.0557 -0.7384 1.9263 0.03 -0.38 -0.39 0.02
C -4.1420 -0.4268 2.8092 -0.10 0.36 0.34 -0.16
C -5.3077 -1.2532 2.3186 -0.61 -0.02 0.07 -0.16
C -4.6234 -2.4885 1.7723 -0.44 0.27 -0.03 -0.08
H -3.8473 -0.6889 3.8294 0.02 0.01 -0.06 0.13
H -4.3531 0.6427 2.7658 0.26 -0.05 -0.04 0.12
H -6.0423 -1.4656 3.0964 0.08 0.08 -0.02 0.12
H -5.8193 -0.7277 1.5065 0.03 -0.02 0.09 0.12
H -4.4677 -3.2437 2.5459 0.04 -0.07 -0.14 0.14
H -5.1677 -2.9088 0.9276 0.26 -0.24 0.09 0.13
O -2.5413 -5.2387 -5.8291 -0.08 0.57 0.28 0.12
C -3.3295 -4.6906 -5.1063 0.56 -0.58 -0.30 -0.48
O -3.1087 -3.4847 -4.5199 0.08 -0.31 -0.29 0.02
C -4.1978 -3.1752 -3.6397 -0.29 0.44 0.35 -0.16
C -5.3588 -4.0075 -4.1353 -0.51 -0.09 0.06 -0.16
C -4.6657 -5.2407 -4.6800 -0.50 0.28 -0.04 -0.08
H -3.9051 -3.4364 -2.6179 0.04 0.00 -0.04 0.13
H -4.4120 -2.1082 -3.6826 0.31 -0.10 -0.03 0.10
H -6.0958 -4.2236 -3.3602 0.08 0.07 -0.01 0.12
H -5.8696 -3.4841 -4.9491 0.04 -0.01 0.09 0.12
H -4.5091 -5.9957 -3.9061 0.04 -0.06 -0.13 0.13
H -5.2034 -5.6644 -5.5271 0.27 -0.25 0.08 0.13
```
Positions in Å, forces in eV/Å.

Properties
- E: -83732.54661 eV
- 2S+1: 1
- HOMO-LUMO gap: 9.7922 eV
- HOMO energy: -9.68 eV
- Net charge: 0
- Molecular weight: 770.80 Da



Computed, not measured: a 5-piece molecular cluster, C32H51ClF12N3O10P2S2 overall at a distorted geometry, with ωB97M-V/def2-TZVPD.

```
113
Properties=species:S:1:pos:R:3:forces:R:3:lowdin_charge:R:1
C 7.2975 -2.4981 4.9378 0.32 -0.24 0.13 -0.12
C 6.1749 -2.5790 3.7923 0.05 0.10 0.11 -0.26
C 6.3767 -1.4608 2.6236 0.85 -0.39 1.56 -0.15
C 6.1197 -0.0388 3.3266 0.43 -0.84 0.69 -0.11
N 5.3223 0.9272 2.4575 -1.74 -2.56 1.42 -0.07
N 6.0774 1.9018 1.9715 -2.38 2.94 -2.51 0.14
C 5.4652 2.8601 1.1484 -0.92 -2.01 1.10 -0.13
C 6.4086 4.0173 0.5248 -0.78 -0.94 -0.11 -0.13
C 7.9441 3.8670 0.9447 0.14 0.62 -0.33 -0.21
C 8.7508 2.7434 0.1318 0.67 -0.23 0.38 -0.21
C 9.9074 2.1901 1.1182 -0.87 1.41 0.17 -0.28
S 11.1121 1.0498 0.3002 0.31 -6.04 0.19 0.44
O 10.5994 0.3886 -0.9426 0.87 3.03 2.52 -0.37
O 11.5519 -0.0058 1.2908 -1.06 3.72 -1.93 -0.40
Cl 12.8286 2.2016 -0.1105 -1.30 -0.35 0.14 0.34
C 3.9402 2.7746 0.8808 0.58 -2.09 1.13 -0.24
P 3.0203 4.0296 -0.2165 -1.86 -0.38 0.46 0.84
C 3.5634 3.8986 -2.0220 0.83 -0.73 -0.23 -0.30
C 3.1401 5.7894 0.4647 0.00 1.14 -0.41 -0.32
C 3.0754 1.6223 1.4767 5.61 1.07 0.86 -0.23
P 1.2142 1.4456 1.2117 -0.49 0.79 -1.86 0.37
S 0.7856 1.2641 -0.7000 0.30 -0.51 0.57 0.09
C 3.9406 0.6065 2.3351 -1.61 2.55 -2.00 -0.12
N 3.2124 -0.5176 2.8819 2.78 1.79 -0.96 0.00
C 2.7371 -1.4985 1.8500 -0.99 -0.42 -1.01 -0.24
C 3.3221 -2.9861 1.9803 -0.49 0.30 -1.18 -0.08
H 6.9065 -2.8498 5.9658 0.49 0.52 -1.76 0.09
H 8.1876 -3.1746 4.6753 -1.29 1.10 0.33 0.09
H 7.7010 -1.4400 5.0823 -0.56 -1.36 -0.20 0.07
H 5.1619 -2.3998 4.3223 1.43 -0.45 -1.04 0.08
H 6.2099 -3.6330 3.3339 -0.32 1.64 0.70 0.12
H 7.5053 -1.4979 2.3786 -1.93 0.03 -0.13 0.13
H 5.7273 -1.6525 1.7092 0.93 0.35 1.27 0.10
H 5.5458 -0.2024 4.3159 0.84 0.44 -1.60 0.13
H 7.1464 0.4041 3.6002 -1.98 -0.20 -0.63 0.14
H 6.2982 3.9617 -0.6248 0.14 0.00 1.76 0.13
H 5.9338 5.0129 0.8294 0.86 -1.33 -0.27 0.11
H 8.0080 3.6695 2.0653 -0.09 0.24 -1.46 0.11
H 8.4625 4.8742 0.7390 -0.87 -1.46 0.43 0.13
H 9.2990 3.1393 -0.7961 -1.19 -0.38 1.26 0.13
H 8.0472 1.9030 -0.1784 1.11 0.97 0.39 0.12
H 10.5263 3.0755 1.5273 -0.89 -1.50 -0.67 0.12
H 9.4141 1.6511 2.0011 1.10 0.37 -1.36 0.11
H 2.6385 3.8323 -2.7064 1.39 0.42 1.31 0.06
H 4.2702 4.7489 -2.3024 -0.97 -1.22 0.14 0.05
H 4.0879 2.8751 -2.1436 -0.64 1.69 0.16 0.06
H 2.0574 6.1892 0.5134 1.68 -0.85 -0.08 0.05
H 3.6745 6.4819 -0.2887 -0.49 -1.02 1.42 0.05
H 3.5551 5.8737 1.5235 -0.29 -0.17 -1.53 0.05
H 0.6265 2.7072 1.6215 0.73 -1.00 0.55 0.00
H 0.6554 0.3443 1.9657 0.83 1.05 0.12 -0.01
H 3.6432 -0.9454 3.7060 -0.12 0.15 -0.56 0.09
H 1.5816 -1.5146 1.9053 1.88 -0.17 -0.10 0.10
H 3.0290 -1.0609 0.8213 -0.66 -0.80 1.54 0.13
H 3.6144 -3.2536 3.0444 -0.38 0.27 -1.61 0.06
H 2.5034 -3.6976 1.5825 1.30 1.08 0.90 0.11
H 4.1837 -3.0748 1.2261 -1.04 -0.07 1.49 0.08
C -2.6765 -4.3412 5.5212 0.36 -0.13 0.11 -0.06
C -2.6000 -2.9942 4.8313 -0.90 -0.51 -0.10 -0.20
O -1.3940 -2.3030 5.2032 1.40 0.35 -0.36 0.03
C -0.2873 -2.6328 4.5129 -2.06 -0.84 -0.28 -0.37
O -0.2542 -3.4520 3.6312 0.75 0.72 0.45 0.16
C 0.8998 -1.7916 4.9754 1.07 0.85 1.14 -0.50
F 0.9697 -1.6838 6.3156 -0.25 -0.26 -0.64 0.17
F 0.8384 -0.5301 4.4960 -0.33 -0.45 -0.11 0.14
F 2.0856 -2.3002 4.5726 -0.72 -0.18 0.07 0.13
H -2.5781 -4.2246 6.6034 -0.14 0.06 -0.08 0.09
H -3.6265 -4.8327 5.3033 0.07 0.10 -0.01 0.09
H -1.8647 -4.9966 5.1961 -0.13 0.03 -0.09 0.08
H -3.4333 -2.3672 5.1551 0.35 0.16 0.07 0.13
H -2.6749 -3.0925 3.7451 0.27 0.04 0.12 0.13
C -0.8509 0.1794 -4.6674 -0.13 -0.11 -0.32 -0.06
C -1.8153 0.8637 -3.7196 0.69 -0.30 0.33 -0.22
O -2.8640 1.5167 -4.4515 -1.06 -0.04 -0.34 0.02
C -3.8990 0.7346 -4.8194 1.46 -0.68 1.00 -0.37
O -3.9791 -0.4409 -4.5758 -0.48 0.81 -0.42 0.16
C -4.9627 1.5588 -5.5403 -1.28 0.96 -1.26 -0.51
F -4.4354 2.4155 -6.4384 0.19 -0.44 0.48 0.16
F -5.6838 2.3055 -4.6769 0.44 -0.34 0.10 0.15
F -5.8407 0.7977 -6.2157 0.61 -0.08 0.55 0.16
H -0.4675 0.8899 -5.4042 0.03 0.02 0.15 0.08
H -0.0101 -0.2502 -4.1188 -0.08 0.05 0.01 0.08
H -1.3466 -0.6199 -5.2235 0.04 0.00 0.15 0.08
H -1.2907 1.6417 -3.1602 -0.29 0.13 -0.17 0.10
H -2.2265 0.1633 -2.9876 -0.15 0.06 -0.23 0.13
C -8.3638 -0.1171 -2.4403 -0.09 -0.21 0.29 -0.05
C -6.9323 0.3534 -2.2796 -0.38 0.02 -0.83 -0.20
O -6.5837 0.4466 -0.8875 0.62 -0.51 1.00 0.03
C -6.1910 -0.7000 -0.2975 -0.52 0.12 -2.00 -0.37
O -6.1233 -1.7625 -0.8574 0.18 0.48 0.97 0.17
C -5.8054 -0.4452 1.1581 0.11 0.26 1.78 -0.51
F -6.6842 0.3567 1.7932 0.17 -0.28 -0.54 0.16
F -4.5984 0.1546 1.2589 -0.25 -0.18 -0.43 0.15
F -5.7326 -1.5771 1.8818 -0.06 0.23 -0.68 0.15
H -9.0455 0.5285 -1.8808 0.08 0.06 -0.14 0.09
H -8.6560 -0.1128 -3.4921 0.05 0.00 0.09 0.08
H -8.4914 -1.1294 -2.0498 0.05 0.04 -0.17 0.08
H -6.8266 1.3564 -2.6978 0.08 -0.02 0.40 0.11
H -6.2325 -0.2940 -2.8157 -0.03 -0.07 0.29 0.12
C -12.5213 -0.4044 -6.4625 0.36 -0.03 -0.05 -0.06
C -13.1976 -1.4147 -5.5576 -0.42 0.68 -0.16 -0.20
O -12.4504 -2.6409 -5.5224 0.76 -0.62 0.61 0.03
C -11.4147 -2.6776 -4.6603 -1.18 1.49 -0.20 -0.36
O -11.0943 -1.7631 -3.9461 0.24 -0.92 -0.28 0.16
C -10.7437 -4.0489 -4.6906 1.01 -1.73 -0.14 -0.51
F -10.5753 -4.5136 -5.9457 -0.24 0.52 0.32 0.16
F -11.4717 -4.9756 -4.0337 -0.08 0.63 -0.10 0.16
F -9.5257 -4.0423 -4.1209 -0.61 0.50 -0.12 0.16
H -12.3626 -0.8263 -7.4581 -0.15 0.03 0.06 0.08
H -13.1278 0.4989 -6.5535 0.01 -0.10 0.03 0.08
H -11.5388 -0.1246 -6.0745 -0.14 0.04 0.06 0.08
H -14.1851 -1.6604 -5.9541 0.22 -0.30 0.03 0.13
H -13.3454 -1.0180 -4.5497 0.23 -0.17 -0.05 0.13
```
Positions in Å, forces in eV/Å.

Properties
- E: -144324.72086 eV
- 2S+1: 1
- HOMO-LUMO gap: 5.9574 eV
- HOMO energy: -10.60 eV
- Net charge: +1
- Molecular weight: 1027.28 Da